Record 1
Density functional theory data (ωB97M-V with the def2-TZVPD basis set) for a molecular structure, C30H60P2RuSi2 at a distorted geometry.

The geometry in XYZ format:
```
95
Properties=species:S:1:pos:R:3:forces:R:3:lowdin_spin:R:1
Ru -0.3561 1.3184 -1.5444 6.1300 -4.1646 1.6858 1.6903
C 3.2526 1.0561 0.9907 -0.4285 -1.1404 -0.0361 0.0380
C 2.6311 1.8757 1.9726 0.6035 -0.4210 -0.6097 0.2986
C 2.2737 -0.3184 2.5466 -1.1714 2.2846 1.6607 0.1855
C 2.9716 -0.3000 1.3121 1.0105 1.8447 -1.1459 0.2699
C 2.0355 1.0264 2.9398 -0.0734 -2.6194 -0.0266 0.0798
C 4.0938 1.5064 -0.1336 0.3816 0.1376 -0.1947 0.0362
H 4.2906 2.5835 -0.0686 0.0223 -0.2087 -0.1327 0.0000
H 3.6152 1.3014 -1.1166 0.2750 0.0695 0.1420 0.0321
H 5.0642 0.9846 -0.1277 -0.2494 0.2092 -0.1769 0.0012
C 3.3352 -1.4980 0.5359 0.2013 -0.3250 -0.3448 0.0645
H 3.8984 -1.2314 -0.3655 -0.1228 -0.1199 0.1432 -0.0002
H 2.4212 -2.0412 0.2340 0.3974 0.0792 0.0983 0.0300
H 3.9455 -2.1962 1.1282 -0.1460 0.1159 -0.0894 0.0144
C 1.9431 -1.5435 3.2966 -0.1518 -0.4283 0.3163 0.0305
H 2.8414 -1.9839 3.7606 -0.1851 0.1148 -0.1116 0.0111
H 1.5277 -2.3070 2.6248 0.0523 0.0539 0.2049 0.0084
H 1.2229 -1.3420 4.0979 0.1270 -0.1257 -0.1707 0.0005
C 1.3533 1.4397 4.1856 -0.2708 0.1461 0.5822 0.0029
H 1.9568 1.1991 5.0763 -0.2110 0.1306 -0.1993 0.0011
H 0.3882 0.9224 4.3003 0.2083 0.1429 0.0538 0.0014
H 1.1645 2.5202 4.1949 -0.0223 -0.2298 0.1017 -0.0003
C 2.6768 3.3534 2.0195 -0.1455 0.3923 -0.0374 0.0552
H 3.5788 3.7142 2.5406 -0.2142 -0.0971 -0.1213 0.0216
H 1.8075 3.7580 2.5530 0.2159 -0.0105 -0.0846 0.0037
H 2.6881 3.7809 1.0085 0.0575 -0.0267 0.2046 0.0062
C -1.7838 1.1129 -2.8054 -1.9862 1.3692 -2.1347 0.1093
C -1.0279 2.3650 -3.0189 -1.8854 0.1033 -2.2262 0.0331
C -1.5559 3.7081 -2.5533 0.1275 0.4523 -0.0590 0.0048
C -1.1914 3.9804 -1.0694 0.2283 0.5484 -0.1188 0.0082
C -0.6897 2.7281 -0.3678 -0.7665 1.4261 0.9062 0.0317
C -1.8451 1.7631 0.0474 -2.2090 0.4080 2.3467 0.0531
C -3.1651 1.8121 -0.7732 -0.2262 0.0570 0.0259 0.0125
C -3.1424 1.1501 -2.1576 -0.5735 -0.3970 -0.1150 0.0299
H -2.6356 3.7877 -2.7339 0.1845 -0.0347 0.0794 -0.0010
H -2.0421 4.4082 -0.5214 0.2179 -0.0306 -0.0479 0.0000
H -1.0772 4.4836 -3.1664 -0.2583 -0.1281 0.1371 0.0010
H -3.8609 1.6639 -2.8133 0.0424 -0.1110 0.1093 0.0043
H -1.6833 0.3612 -3.5934 0.1815 -0.0290 0.1953 0.0145
H -0.4773 2.4090 -3.9615 0.0316 -0.0366 0.2532 0.0063
H -3.5033 0.1146 -2.0759 0.0788 0.1994 0.0162 0.0007
H -3.9453 1.3337 -0.1701 0.2467 0.1930 -0.1293 0.0007
H -2.1188 2.4922 0.8424 0.0435 0.2086 -0.1829 0.0092
H -3.4716 2.8619 -0.8653 0.0809 -0.2646 -0.0092 0.0006
H -0.3920 4.7348 -1.0334 -0.2017 -0.1920 0.0609 0.0005
H -0.0227 2.9328 0.4706 0.2442 -0.0719 0.0465 0.0154
P 2.0395 1.6819 -2.7685 -1.4442 0.4736 0.2181 0.5848
C 1.8911 1.1903 -4.5239 0.1143 -0.4362 0.1454 0.0766
C 2.1456 3.4915 -3.0016 0.5364 0.1109 0.4883 0.0715
P -2.7260 0.3648 2.7541 0.7430 0.5098 -1.6439 0.0076
C -1.7016 0.5295 1.0365 0.1129 -0.2044 0.0389 0.0161
C -2.4801 2.0589 3.4205 0.1287 -0.0329 0.3499 0.0031
C -4.4602 0.4871 2.1561 -0.2070 0.0495 0.0724 0.0011
H 1.3606 0.2321 -4.5836 0.1843 0.1912 -0.1415 0.0020
H 2.9157 1.0538 -4.8991 -0.3229 0.0165 -0.1706 0.0137
H 1.3685 1.9591 -5.1080 0.2245 -0.2468 0.1073 0.0099
H 1.4593 3.8327 -3.7885 0.2475 -0.1160 0.2037 0.0099
H 3.1870 3.7319 -3.2652 -0.3622 0.2423 -0.0490 0.0140
H 1.8934 3.9793 -2.0507 0.1784 0.0382 -0.2883 0.0016
H -4.7528 1.5257 1.9521 -0.0546 -0.2914 -0.0612 0.0002
H -5.0928 0.0878 2.9624 0.0535 0.1742 -0.2857 0.0002
H -4.6118 -0.1359 1.2642 -0.0242 0.1131 0.2808 0.0001
H -1.9464 -0.4028 0.5032 0.2326 0.0991 0.1220 0.0058
H -0.6577 0.4800 1.3847 -0.1032 -0.1734 -0.0757 0.0033
H -1.7266 1.9900 4.2180 -0.2231 0.2342 -0.2322 0.0001
H -3.4254 2.4072 3.8571 0.2913 0.0328 -0.0872 0.0001
H -2.1303 2.7767 2.6676 -0.1728 0.0202 0.2200 0.0016
C -1.2422 -2.9309 -2.7961 -0.2031 0.1254 0.1042 0.0354
Si 0.3375 -3.1626 -1.7830 0.3644 -0.5520 -0.4569 0.0882
C 0.8400 -4.9839 -1.9348 -0.0174 0.1183 0.0839 0.0048
C 1.7038 -2.1274 -2.5742 0.1025 0.1304 -0.1886 0.0029
C 0.1002 -2.6546 -0.0138 -0.5700 0.3477 -0.4193 0.6482
Si -0.8404 -3.6922 1.2060 -0.2323 -0.3411 0.8952 0.0866
C 0.1998 -5.1559 1.7963 0.1790 -0.0824 -0.1123 0.0199
C -1.2726 -2.6545 2.7280 0.0001 -0.0085 -0.0024 -0.0015
C -2.4539 -4.3870 0.5051 -0.0238 0.1309 -0.2400 0.0246
H -1.1767 -3.5102 -3.7301 0.0383 0.1818 0.2422 0.0046
H -1.4041 -1.8762 -3.0626 0.0227 -0.2122 0.0551 0.0007
H -2.1336 -3.2739 -2.2531 0.1945 0.0547 -0.1334 0.0002
H 0.7784 -5.2955 -2.9890 0.0244 0.0943 0.2689 0.0004
H 1.8774 -5.1378 -1.6036 -0.2583 0.0339 -0.0375 -0.0002
H 0.1998 -5.6607 -1.3523 0.1028 0.1561 -0.1183 0.0001
H 1.7838 -1.1379 -2.1008 0.0150 -0.1509 -0.0472 0.0005
H 2.6834 -2.6213 -2.4880 -0.2488 0.1725 0.0329 -0.0002
H 1.5107 -1.9694 -3.6457 0.0371 -0.1097 0.2116 0.0003
H 0.2072 -1.5787 0.2016 0.0905 -0.3648 0.0668 0.0382
H 0.2525 -5.1593 2.8955 0.0083 -0.0034 -0.3271 0.0012
H -0.2386 -6.1141 1.4814 0.1661 0.2358 0.0391 0.0014
H 1.2245 -5.0999 1.4047 -0.1787 -0.1188 0.1282 0.0008
H -2.3571 -2.4989 2.8281 0.3477 -0.0460 -0.0363 -0.0002
H -0.9258 -3.1478 3.6495 -0.0999 0.1479 -0.2633 -0.0001
H -0.7980 -1.6640 2.6827 -0.1718 -0.3194 0.0901 -0.0001
H -3.2068 -3.5956 0.3737 0.1532 -0.1767 0.0059 -0.0004
H -2.3222 -4.8870 -0.4649 -0.0175 0.0551 0.2313 -0.0001
H -2.8659 -5.1264 1.2096 0.1501 0.2229 -0.1496 0.0032
```
Forces are in eV/Å.

Calculated values
spin multiplicity: 6
energy relative to the best compared isomer or geometry (same formula, charge and spin): 4.539 eV
total charge: +1
frontier orbital gap (alpha / beta): 0.2261 / 0.1634 hartree

---

Record 2
Density functional theory data (ωB97M-V with the def2-TZVPD basis set) for 4 unconnected molecules or ions with the total composition C30H61BIN4O5 at a distorted geometry.

The geometry in XYZ format:
```
102
Properties=species:S:1:pos:R:3:forces:R:3:lowdin_charge:R:1
C -1.5119 -0.2220 5.8394 3.8891 -4.3253 -4.9706 0.1878
C -0.6926 -1.0357 5.1843 -3.3449 4.4000 1.6421 -0.0539
N 0.3091 -1.6638 4.2726 0.9628 -0.5885 4.8424 -0.0715
C 1.4739 -2.4344 4.7404 -1.5695 1.0913 -7.2036 -0.5704
I 2.0702 -2.8703 6.7797 -0.6914 0.4841 -2.2944 0.9442
N 2.0776 -2.7959 3.4599 -0.7226 0.5594 0.8639 0.0895
C 1.3745 -2.2815 2.2750 -2.9383 1.3655 6.6234 -0.1147
N 1.6059 -2.3712 0.9589 3.5837 -2.0968 1.6821 -0.0825
C 2.8142 -3.2152 0.5675 0.2944 -0.7646 0.5487 0.0212
C 4.2315 -2.6153 0.9920 5.6052 -0.7765 -2.9718 -0.3318
O 5.2257 -2.9007 0.2193 -5.4206 1.1457 3.7159 0.0545
O 4.5385 -1.7704 2.1100 -1.4794 -1.7787 -1.1334 0.0124
O 0.8754 -1.9122 -0.0618 -1.5032 0.7895 -0.1590 -0.0456
C 1.1025 -0.5326 -0.4330 0.6730 3.1789 -1.1806 -0.1136
C 2.5876 0.0564 -0.2462 -0.1280 0.6602 -1.4002 -0.2803
C 3.4935 -0.4391 -1.4903 -0.1993 -0.2126 -0.1670 -0.0703
C 2.5177 1.7006 -0.3748 0.5297 -0.5070 0.7060 -0.3456
C 2.1788 2.2571 1.1043 0.4942 -0.5837 0.1422 -0.0848
C 1.5280 2.2139 -1.5406 0.5379 1.0641 0.3381 -0.0827
N 0.2514 -1.5977 2.8901 1.3763 -0.2498 -0.7302 0.1516
B -0.9640 -0.8519 2.4188 -4.0284 1.0756 -2.2717 -0.5065
O -2.0619 -1.6647 1.8565 3.3538 1.6200 0.0037 0.0979
O -1.1879 0.5800 2.4893 1.7694 -2.9216 -0.5699 0.0882
H -2.4152 0.4609 6.0997 2.1549 -1.7338 -0.1569 0.1091
H 2.8376 -3.4074 -0.5709 -0.1934 0.6983 1.9960 0.1587
H 2.7021 -4.2660 1.0673 0.2902 1.9524 -0.7197 0.1676
H 4.8071 -2.3100 2.8935 -0.3780 0.3543 -0.9009 0.1280
H 0.3739 0.2415 0.0591 0.9566 -1.8347 -0.4211 0.1170
H 0.8623 -0.4543 -1.5750 0.3227 -0.5566 2.1897 0.1590
H 3.0328 -0.1375 0.7955 -0.6191 -0.0512 -1.6403 0.1202
H 3.0344 -0.0242 -2.4774 0.7679 -0.6414 1.7773 0.0923
H 3.5056 -1.5983 -1.6252 0.2419 2.1313 0.3364 0.0713
H 4.5607 -0.0071 -1.4021 -1.6773 -0.9769 -0.1051 0.1078
H 3.6215 2.0152 -0.5973 -2.0665 -0.5189 0.2111 0.1473
H 2.9313 1.7581 1.8484 -1.2846 0.9556 -1.3355 0.0925
H 1.1320 1.8832 1.4345 1.5946 0.9646 -0.4773 0.0568
H 2.3137 3.3987 1.2264 -0.5709 -1.8856 -0.3403 0.0997
H 0.4489 2.3071 -1.1348 1.6523 -0.3914 -0.8816 0.0708
H 1.8487 3.2985 -1.8314 -0.6196 -1.9302 0.5441 0.1034
H 1.6029 1.5957 -2.5142 -0.2796 0.8994 1.7235 0.0817
H -1.7849 -2.0376 0.9804 -0.4096 0.0080 1.1041 0.1223
H -0.9297 0.9803 1.6227 -0.5337 -0.1059 0.9110 0.0847
C -4.0831 5.4914 -2.9799 0.0380 -0.0670 -0.1563 -0.1114
C -4.1116 4.3610 -1.9604 -0.1257 0.0784 0.0576 -0.2741
C -4.1857 4.8539 -0.5140 0.0129 -0.1382 0.0740 -0.2257
C -2.9923 5.6926 -0.0459 -0.0415 0.0995 -0.0694 -0.2212
C -1.6284 5.0100 -0.1598 0.0066 0.0868 0.0108 -0.2621
C -1.5086 3.7579 0.6977 0.0919 -0.1468 -0.0020 -0.1172
H -3.1967 6.1195 -2.8640 -0.0682 0.0055 -0.0168 0.0662
H -4.0691 5.0833 -3.9944 -0.0102 0.1173 0.0567 0.0718
H -4.9705 6.1246 -2.8834 0.1096 -0.0195 -0.0033 0.0791
H -3.2369 3.7175 -2.1022 -0.0144 -0.0043 0.0411 0.0943
H -4.9886 3.7359 -2.1592 0.0881 -0.0112 0.0475 0.1057
H -4.3029 3.9868 0.1459 -0.0068 0.0552 0.0072 0.0932
H -5.0973 5.4502 -0.3885 0.0756 -0.0516 -0.0224 0.1133
H -3.1596 5.9771 1.0000 0.0341 -0.0178 -0.0683 0.1119
H -2.9625 6.6307 -0.6098 -0.0066 -0.0639 0.0401 0.1047
H -0.8568 5.7210 0.1543 -0.0482 -0.0347 -0.0649 0.1091
H -1.4090 4.7617 -1.2040 -0.0446 0.0429 0.0359 0.0989
H -1.6787 3.9909 1.7529 -0.0246 -0.0778 -0.0542 0.0871
H -0.5049 3.3315 0.6031 -0.0271 0.0443 0.0919 0.0279
H -2.2246 2.9893 0.3934 -0.0598 0.0294 0.0426 0.0662
C -7.9725 -2.0037 4.4836 0.0233 -0.0479 0.1690 -0.1140
C -7.5758 -0.5393 4.3546 -0.1284 0.0092 -0.0977 -0.2743
C -7.5090 -0.0572 2.9044 0.0417 0.1528 -0.0030 -0.2272
C -6.4685 -0.7609 2.0276 -0.0634 -0.1151 0.0594 -0.2222
C -5.0271 -0.6858 2.5341 -0.1756 -0.1098 -0.2172 -0.2716
C -4.4840 0.7298 2.6091 0.1531 0.0417 0.2320 -0.1010
H -7.2403 -2.6648 4.0137 -0.0655 0.0048 0.0028 0.0643
H -8.0420 -2.2835 5.5385 -0.0309 -0.0555 -0.1105 0.0705
H -8.9480 -2.1845 4.0217 0.1078 -0.0198 0.0149 0.0784
H -6.6180 -0.3735 4.8587 -0.0105 0.0352 -0.0381 0.0939
H -8.3136 0.0687 4.8887 0.0986 0.0071 -0.0308 0.1062
H -7.3172 1.0217 2.9026 -0.0121 -0.0579 -0.0332 0.1009
H -8.4948 -0.1862 2.4418 0.0686 0.0050 0.0579 0.1119
H -6.5135 -0.3255 1.0220 0.0246 -0.0233 0.0610 0.1109
H -6.7439 -1.8145 1.9098 -0.0089 0.0607 0.0006 0.1024
H -4.3909 -1.2628 1.8564 -0.1325 0.0167 0.1354 0.0850
H -4.9409 -1.1628 3.5168 -0.0445 -0.0301 -0.0411 0.1024
H -4.5151 1.2126 1.6276 -0.0121 0.0379 0.0628 0.0777
H -3.4442 0.7099 2.9447 -0.1585 0.1506 -0.0819 0.0394
H -5.0489 1.3450 3.3144 -0.0120 0.0161 -0.0889 0.0722
C 6.7520 -1.5541 -6.4975 0.1475 0.0245 -0.0652 -0.1138
C 6.5477 -3.0482 -6.2873 -0.1070 0.0258 -0.0340 -0.2697
C 5.2656 -3.3806 -5.5220 -0.0346 -0.1649 0.0008 -0.2272
C 5.1949 -2.8320 -4.0935 0.1009 0.1317 -0.0362 -0.2395
C 6.3308 -3.2696 -3.1670 -0.1049 0.0514 0.0718 -0.2688
C 6.3773 -4.7742 -2.9398 0.1851 -0.0100 0.0422 -0.1078
H 6.8592 -1.0224 -5.5489 -0.0160 0.0072 -0.0543 0.0641
H 7.6597 -1.3766 -7.0808 -0.1013 0.0688 0.0528 0.0723
H 5.9093 -1.1194 -7.0442 0.0613 -0.0008 0.0716 0.0758
H 7.4196 -3.4688 -5.7761 -0.0679 -0.0193 -0.0053 0.1003
H 6.5023 -3.5339 -7.2677 0.0155 -0.0251 0.1031 0.1070
H 5.1427 -4.4691 -5.5007 -0.0151 0.0704 0.0246 0.1022
H 4.4066 -2.9938 -6.0837 0.0687 -0.0187 0.0126 0.1095
H 4.2388 -3.1410 -3.6521 0.0135 -0.0208 0.0007 0.0977
H 5.1702 -1.7371 -4.1245 -0.0151 -0.0253 -0.0237 0.0944
H 6.1981 -2.7764 -2.1982 0.0435 -0.0013 -0.0809 0.0805
H 7.2963 -2.9275 -3.5549 -0.0939 0.0077 -0.0248 0.1044
H 5.4373 -5.1317 -2.5085 0.0366 -0.0209 -0.0483 0.0701
H 7.1844 -5.0255 -2.2460 -0.1075 -0.0510 -0.0525 0.0737
H 6.5598 -5.3184 -3.8698 -0.0438 -0.0011 0.0737 0.0682
```
Forces are in eV/Å.

Calculated values
total charge: +1
frontier orbital gap: 0.2985 hartree